a.
Formula: C25H70N8O7
Source: the OMol25 dataset
Level of theory: ωB97M-V with the def2-TZVPD basis set

Last column: Löwdin charge in e.
Atoms and positions in Å:
C1 2.3335 -6.3775 1.6004  -0.820
O1 3.1199 -5.4750 1.4629  0.047
N1 2.5015 -7.6542 1.3382  0.162
N2 1.2431 -6.1651 2.2496  0.149
H1 1.7901 -8.3450 1.5300  0.114
H2 3.4781 -7.6922 1.0834  0.122
H3 0.7246 -6.8896 2.7253  0.108
H4 1.0278 -5.2153 2.5170  0.119
C2 -3.7961 -4.6505 -2.0462  -0.066
C3 -4.9326 -3.8221 -2.6647  -0.440
C4 -5.9917 -3.3050 -1.5929  -0.184
O2 -7.2137 -2.9109 -2.2450  -0.198
C5 -7.8912 -4.0742 -2.8467  -0.090
N3 -4.3922 -2.7114 -3.3731  0.025
H5 -3.3531 -4.1197 -1.2035  0.075
H6 -3.0696 -4.8158 -2.8418  0.076
H7 -4.0383 -5.6531 -1.6938  0.072
H8 -5.4317 -4.4712 -3.3841  0.118
H9 -5.8089 -2.4034 -1.0083  0.123
H10 -6.1164 -4.1269 -0.8880  0.105
H11 -7.6065 -5.0345 -2.4167  0.079
H12 -7.5512 -4.1700 -3.8779  0.076
H13 -8.9802 -4.1011 -2.8098  0.080
H14 -5.1054 -2.0766 -3.7023  0.073
H15 -3.7332 -2.1471 -2.8560  0.076
C6 5.0681 1.1073 -8.2444  -0.066
C7 5.9241 0.4028 -7.2039  -0.429
C8 6.4074 1.3694 -6.0558  -0.226
O3 7.1903 0.6007 -5.2103  -0.190
C9 7.0046 0.7991 -3.7918  -0.083
N4 5.1841 -0.7074 -6.5918  0.033
H16 4.5374 1.9232 -7.7537  0.075
H17 4.3997 0.3524 -8.6585  0.068
H18 5.5457 1.5626 -9.1120  0.074
H19 6.7952 -0.0076 -7.7146  0.127
H20 5.5166 1.8141 -5.6122  0.124
H21 7.0049 2.0923 -6.6113  0.119
H22 7.8665 0.2824 -3.3696  0.081
H23 6.1720 0.2533 -3.3480  0.083
H24 7.0508 1.8381 -3.4657  0.084
H25 5.8697 -1.4019 -6.3315  0.070
H26 4.4862 -1.0887 -7.2144  0.056
C10 8.9336 2.8507 3.9952  -0.065
C11 9.3490 3.8708 5.1063  -0.406
C12 10.7887 3.5726 5.6753  -0.178
O4 10.7489 2.2093 6.1184  -0.200
C13 11.6880 1.9093 7.0972  -0.130
N5 9.2730 5.2191 4.5394  0.015
H27 9.6534 2.8732 3.1769  0.079
H28 7.9331 3.0673 3.6209  0.066
H29 8.7823 1.8590 4.4215  0.069
H30 8.5419 3.7706 5.8319  0.125
H31 11.1138 4.2926 6.4263  0.108
H32 11.6579 3.7617 5.0452  0.121
H33 11.6024 0.8267 7.1907  0.092
H34 11.4417 2.3892 8.0443  0.087
H35 12.6936 2.1934 6.7870  0.087
H36 8.3198 5.4119 4.2669  0.068
H37 9.6485 5.8216 5.2577  0.061
C14 0.9296 2.7073 0.0087  -0.060
C15 0.8533 1.2586 0.5119  -0.450
C16 -0.2630 0.8985 1.4831  -0.177
O5 0.0212 -0.2542 2.2898  -0.186
C17 -0.9538 -0.8224 3.0675  -0.140
N6 0.7250 0.4152 -0.6511  0.014
H38 0.7395 3.3912 0.8359  0.069
H39 0.1309 2.8507 -0.7190  0.073
H40 1.8476 2.9639 -0.5201  0.075
H41 1.8410 0.9515 0.8559  0.133
H42 -1.1368 0.8371 0.8344  0.128
H43 -0.5055 1.7104 2.1688  0.120
H44 -1.1559 -0.0300 3.7881  0.087
H45 -0.6856 -1.7325 3.6040  0.086
H46 -1.8559 -1.0942 2.5193  0.085
H47 0.5225 -0.4909 -0.2535  0.068
H48 1.5695 0.3163 -1.1962  0.077
C18 -10.3703 -3.3107 5.4746  -0.077
C19 -9.0626 -3.9797 4.9497  -0.431
C20 -8.0149 -3.9906 6.0203  -0.216
O6 -8.2649 -4.8534 7.1254  -0.190
C21 -7.2094 -4.9272 8.0906  -0.092
N7 -9.4026 -5.2801 4.4197  0.030
H49 -11.0783 -3.1418 4.6632  0.069
H50 -10.2299 -2.3079 5.8780  0.070
H51 -10.8935 -3.8878 6.2370  0.078
H52 -8.9087 -3.3900 4.0460  0.137
H53 -7.9615 -2.9632 6.3803  0.122
H54 -7.0860 -4.3007 5.5416  0.125
H55 -7.7074 -5.1650 9.0306  0.089
H56 -6.6923 -3.9708 8.1679  0.079
H57 -6.4289 -5.6386 7.8209  0.083
H58 -9.6756 -5.9616 5.1134  0.069
H59 -10.3576 -5.1306 4.1271  0.056
C22 -1.6748 5.2408 -5.6481  -0.068
C23 -2.6683 6.4088 -5.8412  -0.429
C24 -3.1076 7.0807 -4.5137  -0.215
O7 -3.6975 6.1004 -3.6753  -0.209
C25 -4.0879 6.5542 -2.3022  -0.040
N8 -2.1054 7.3538 -6.8358  0.026
H60 -1.2561 4.7778 -6.5417  0.073
H61 -2.1768 4.5829 -4.9387  0.069
H62 -0.7981 5.5202 -5.0637  0.073
H63 -3.5324 5.9211 -6.2924  0.127
H64 -3.7750 7.8873 -4.8172  0.114
H65 -2.2836 7.5507 -3.9767  0.124
H66 -4.0580 7.6419 -2.2380  0.078
H67 -3.4512 6.0916 -1.5480  0.079
H68 -5.1145 6.1987 -2.2141  0.080
H69 -1.9957 6.7642 -7.6485  0.062
H70 -2.8959 7.9643 -6.9859  0.057

Summary:
net charge = 0
SMILES = COC[C@H](C)N.COC[C@H](C)N.COC[C@H](C)N.COC[C@H](C)N.COC[C@H](C)N.COC[C@H](C)N.NC(N)=O

---

b.
Formula: C25H70N8O7
Source: the OMol25 dataset
Level of theory: ωB97M-V with the def2-TZVPD basis set

Last column: Löwdin charge in e.
Atoms and positions in Å:
C1 -5.9807 3.2978 2.2792  -0.824
O1 -6.7277 4.1225 1.8452  0.056
N1 -4.8858 3.5523 2.9302  0.158
N2 -6.1687 2.0127 2.1870  0.153
H1 -4.2336 2.8224 3.1791  0.109
H2 -4.7117 4.5136 3.1865  0.122
H3 -5.5186 1.3439 2.5745  0.106
H4 -7.0402 1.6729 1.8061  0.119
C2 1.8220 7.9401 -7.2653  -0.079
C3 1.0979 6.6039 -7.0466  -0.405
C4 0.5052 6.3280 -5.6090  -0.203
O2 -0.5809 7.1794 -5.2358  -0.179
C5 -0.7990 7.1271 -3.8283  -0.106
N3 0.0489 6.4970 -8.1313  0.039
H5 2.1092 8.1030 -8.3041  0.076
H6 2.6549 8.0513 -6.5710  0.073
H7 1.1860 8.8122 -7.1132  0.072
H8 1.8497 5.8405 -7.2474  0.123
H9 1.3693 6.4672 -4.9593  0.111
H10 0.2987 5.2579 -5.5893  0.119
H11 -1.3715 6.2571 -3.5066  0.087
H12 -1.4795 7.9491 -3.6063  0.085
H13 0.1251 7.2926 -3.2744  0.086
H14 -0.5338 5.8438 -7.6274  0.050
H15 -0.3985 7.3723 -7.8993  0.052
C6 -2.7857 -2.8542 9.5026  -0.061
C7 -3.2854 -2.7163 8.0290  -0.420
C8 -2.6888 -3.7022 7.1009  -0.220
O3 -1.2789 -3.4080 6.9543  -0.186
C9 -0.5716 -4.5586 6.4843  -0.106
N4 -4.7474 -2.8274 8.2315  0.016
H16 -2.7245 -3.8958 9.8181  0.076
H17 -3.3038 -2.2499 10.2472  0.072
H18 -1.7204 -2.6412 9.5915  0.067
H19 -3.0308 -1.7246 7.6549  0.132
H20 -3.0755 -3.6244 6.0847  0.124
H21 -3.0011 -4.6939 7.4282  0.128
H22 -0.6280 -5.3675 7.2127  0.086
H23 0.4523 -4.1987 6.3831  0.087
H24 -0.9189 -4.9258 5.5186  0.082
H25 -5.3138 -2.6241 7.4203  0.060
H26 -5.1672 -2.1081 8.8030  0.064
C10 7.1342 -3.2912 -6.9037  -0.048
C11 5.8045 -2.4578 -6.9959  -0.436
C12 6.0470 -0.9581 -7.3823  -0.174
O4 6.8864 -0.1909 -6.4565  -0.176
C13 6.1701 0.1761 -5.2656  -0.126
N5 4.9319 -3.0799 -7.9358  0.031
H27 7.6597 -3.0129 -5.9902  0.071
H28 7.7778 -3.1508 -7.7721  0.079
H29 6.9567 -4.3646 -6.8366  0.066
H30 5.3886 -2.4196 -5.9891  0.116
H31 5.1146 -0.4338 -7.5913  0.111
H32 6.4318 -0.8492 -8.3963  0.116
H33 5.4200 0.9647 -5.3251  0.080
H34 6.9149 0.5766 -4.5778  0.081
H35 5.7052 -0.5915 -4.6471  0.074
H36 4.0660 -3.2776 -7.4550  0.075
H37 5.2779 -4.0190 -8.0722  0.060
C14 -0.5404 7.1396 6.5577  -0.060
C15 -0.4709 8.2620 5.5254  -0.446
C16 0.4388 7.8962 4.3223  -0.200
O5 1.7485 7.5620 4.7962  -0.196
C17 2.7604 7.5516 3.7630  -0.089
N6 -1.8172 8.5663 5.0840  0.013
H38 -1.1195 7.4783 7.4168  0.071
H39 0.4435 7.0038 7.0067  0.073
H40 -0.9075 6.1661 6.2327  0.084
H41 -0.1555 9.2230 5.9319  0.133
H42 0.4005 8.7007 3.5879  0.115
H43 -0.0025 7.0632 3.7750  0.122
H44 3.7045 7.2587 4.2224  0.087
H45 2.8162 8.5017 3.2316  0.080
H46 2.4868 6.8267 2.9963  0.079
H47 -1.8834 9.3323 4.4290  0.068
H48 -2.1878 8.9521 5.9407  0.067
C18 2.1613 0.2174 1.7105  -0.073
C19 0.7502 0.5685 1.2501  -0.432
C20 0.1571 -0.3746 0.1684  -0.203
O6 0.8624 0.0133 -0.9926  -0.202
C21 0.6446 -0.8823 -2.0972  -0.102
N7 -0.1101 0.4312 2.4166  0.019
H49 2.7544 0.2957 0.7994  0.072
H50 2.2798 -0.7820 2.1290  0.080
H51 2.5419 0.9467 2.4257  0.076
H52 0.7969 1.5766 0.8383  0.142
H53 -0.8432 -0.0547 -0.1238  0.121
H54 0.1119 -1.4245 0.4578  0.128
H55 -0.3992 -0.9096 -2.4101  0.082
H56 1.0212 -1.9009 -2.0042  0.083
H57 1.1687 -0.4908 -2.9692  0.080
H58 0.3090 1.1398 3.0018  0.063
H59 0.0684 -0.4683 2.8399  0.066
C22 -2.5284 -9.2711 -0.5822  -0.071
C23 -3.3950 -10.2765 -1.2772  -0.444
C24 -2.6394 -11.4444 -1.9120  -0.202
O7 -1.6201 -11.0077 -2.7996  -0.187
C25 -0.9063 -11.9998 -3.4486  -0.132
N8 -4.2982 -10.7660 -0.2054  0.032
H60 -2.9920 -8.2849 -0.6071  0.083
H61 -1.5483 -9.2514 -1.0586  0.073
H62 -2.2870 -9.5799 0.4348  0.077
H63 -4.0008 -9.7555 -2.0185  0.138
H64 -3.3882 -12.0184 -2.4579  0.124
H65 -2.2198 -12.0349 -1.0975  0.126
H66 -0.6245 -12.8915 -2.8887  0.088
H67 -0.0775 -11.4506 -3.8954  0.094
H68 -1.5073 -12.4017 -4.2643  0.082
H69 -4.8320 -11.4933 -0.6596  0.060
H70 -3.6594 -11.2189 0.4324  0.059

Summary:
net charge = 0
SMILES = COC[C@H](C)N.COC[C@H](C)N.COC[C@H](C)N.COC[C@H](C)N.COC[C@H](C)N.COC[C@H](C)N.NC(N)=O

---

The most stable arrangement is b, and the next structure is 67.0 kJ/mol less stable.

---

a.
Formula: C4H10N
Source: the OMol25 dataset
Level of theory: ωB97M-V with the def2-TZVPD basis set

Last column: natural (NBO) charge in e.
Atoms and positions in Å:
C1 0.8576 -2.0469 2.3405  0.183
N1 0.4733 -0.8381 2.4821  -0.584
H1 0.6796 -2.5743 1.4061  0.235
H2 1.6180 -2.4832 2.9860  0.239
H3 0.2274 -0.3470 3.3374  0.466
H4 -0.0304 -0.5248 1.6450  0.450
C2 -1.1798 1.0327 -2.4522  -0.663
C3 0.0339 0.7542 -1.5871  -0.104
C4 0.2730 1.1549 -0.3429  -0.490
H5 -1.2940 0.0273 -2.8570  0.226
H6 -1.0353 1.7631 -3.2484  0.244
H7 -2.1107 1.3359 -1.9736  0.226
H8 0.6691 0.0087 -2.0573  0.194
H9 1.0595 0.7192 0.2572  0.168
H10 -0.2412 2.0183 0.0641  0.211

Summary:
net charge = +1

---

b.
Formula: C4H10N
Source: the OMol25 dataset
Level of theory: ωB97M-V with the def2-TZVPD basis set

Last column: natural (NBO) charge in e.
Atoms and positions in Å:
C1 2.5598 0.3090 -0.2116  -0.384
C2 2.3319 -0.5769 0.7823  -0.429
H1 2.8061 1.3083 0.1230  0.209
H2 2.5619 0.0755 -1.2620  0.201
H3 2.2959 -0.2468 1.8186  0.203
H4 2.5309 -1.6813 0.6728  0.210
C3 -2.2066 1.0668 0.0283  -0.426
C4 -0.9569 -0.8869 -0.7682  0.151
N1 -1.4774 -0.2359 0.1867  -0.381
H5 -1.4973 1.7876 -0.3929  0.249
H6 -3.0373 0.8875 -0.6517  0.247
H7 -2.4322 1.3108 1.0601  0.245
H8 -1.0208 -0.4249 -1.7464  0.223
H9 -0.7349 -1.9441 -0.6758  0.242
H10 -1.7231 -0.7488 1.0368  0.439

Summary:
net charge = +1

---

c.
Formula: C4H10N
Source: the OMol25 dataset
Level of theory: ωB97M-V with the def2-TZVPD basis set

Last column: natural (NBO) charge in e.
Atoms and positions in Å:
C1 1.8224 0.5609 -0.7987  0.173
N1 2.1637 -0.6493 -0.6891  -0.570
H1 1.7705 1.0028 -1.7906  0.229
H2 1.4341 1.2514 -0.0572  0.258
H3 2.3270 -1.1643 0.1726  0.452
H4 2.2880 -1.2224 -1.5200  0.444
C2 -1.4527 1.1031 0.2780  -0.661
C3 -0.8865 -0.3037 0.1894  -0.281
C4 -1.2234 -1.1983 1.1336  -0.328
H5 -2.4137 1.1950 -0.2040  0.241
H6 -1.5369 1.3566 1.3265  0.230
H7 -0.8462 1.8569 -0.2314  0.196
H8 -0.6991 -0.6362 -0.8327  0.202
H9 -0.6247 -2.0881 1.2987  0.196
H10 -2.1224 -1.0644 1.7248  0.218

Summary:
net charge = +1

---

d.
Formula: C4H10N
Source: the OMol25 dataset
Level of theory: ωB97M-V with the def2-TZVPD basis set

Last column: natural (NBO) charge in e.
Atoms and positions in Å:
C1 -2.2320 0.0350 -0.9451  -0.423
C2 -2.7267 -0.6152 0.1027  -0.370
H1 -2.5928 1.0029 -1.2698  0.205
H2 -1.5322 -0.3952 -1.6474  0.190
H3 -3.6799 -0.3316 0.5255  0.224
H4 -2.2052 -1.5146 0.4100  0.192
C3 0.6919 0.1943 0.8374  -0.454
C4 2.8891 -0.1401 -0.1978  0.124
N1 1.8630 0.5719 0.0321  -0.362
H5 0.9842 -0.5480 1.5640  0.237
H6 -0.1527 -0.0830 0.2034  0.275
H7 0.3788 1.1024 1.3440  0.246
H8 2.9002 -1.1215 0.2518  0.236
H9 3.6021 0.3327 -0.8546  0.241
H10 1.8123 1.5100 -0.3561  0.439

Summary:
net charge = +1

---

The most stable arrangement is d, and the next structure is 21.7 kJ/mol less stable.

---

a.
Formula: C4H10N
Source: the OMol25 dataset
Level of theory: ωB97M-V with the def2-TZVPD basis set

Last column: natural (NBO) charge in e.
Atoms and positions in Å:
C1 0.4401 -0.7551 -0.4143  0.311
C2 -0.1055 -1.5271 -1.6077  -0.694
C3 0.9780 0.8449 1.2955  -0.408
C4 -1.2019 0.9774 0.3375  -0.413
N1 0.0517 0.2508 0.3608  -0.225
H1 -0.9359 -0.9319 -2.1738  0.262
H2 1.4231 -1.0277 -0.1479  0.200
H3 0.7224 -1.7359 -2.2326  0.269
H4 -0.4998 -2.5316 -1.2225  0.291
H5 0.5761 0.5798 2.2279  0.228
H6 1.8585 0.2717 1.1993  0.223
H7 1.0363 1.9299 1.2534  0.249
H8 -1.5476 0.8930 1.3325  0.236
H9 -0.9578 2.1024 0.1818  0.240
H10 -1.8376 0.6593 -0.3900  0.231

Summary:
net charge = +1
SMILES = CC=[N+](C)C

---

b.
Formula: C4H10N
Source: the OMol25 dataset
Level of theory: ωB97M-V with the def2-TZVPD basis set

Last column: natural (NBO) charge in e.
Atoms and positions in Å:
C1 2.7244 -0.4203 0.4189  -0.370
C2 2.4059 0.7505 -0.0950  -0.450
C3 -1.2460 0.1498 0.1620  0.361
C4 -2.7060 0.0057 0.1265  -0.710
N1 -0.5040 -0.4988 -0.6613  -0.580
H1 2.4368 -0.6910 1.4373  0.211
H2 3.1850 -1.1791 -0.2225  0.217
H3 2.0035 1.5394 0.4874  0.198
H4 2.5118 1.0294 -1.2154  0.214
H5 -0.8746 0.7099 0.8813  0.208
H6 -3.0008 -0.8298 -0.4213  0.241
H7 -3.3131 0.8094 -0.1970  0.301
H8 -2.9672 -0.0455 1.2916  0.282
H9 0.4253 -0.2780 -0.7611  0.453
H10 -1.0810 -1.0516 -1.2314  0.423

Summary:
net charge = +1

---

c.
Formula: C4H10N
Source: the OMol25 dataset
Level of theory: ωB97M-V with the def2-TZVPD basis set

Last column: natural (NBO) charge in e.
Atoms and positions in Å:
C1 -2.6809 -0.2450 -0.6021  -0.609
C2 -1.6301 -0.0197 0.5052  -0.420
C3 -0.1959 -0.1482 -0.0133  -0.194
C4 0.9461 0.1937 0.6009  0.215
N1 3.7576 0.3302 -0.2412  -0.979
H1 -2.5580 0.4713 -1.4112  0.229
H2 -2.5793 -1.2413 -0.9939  0.224
H3 -3.7063 -0.1644 -0.2199  0.259
H4 -1.7652 0.9603 0.9621  0.263
H5 -1.7803 -0.8185 1.3687  0.282
H6 -0.1565 -0.4422 -1.0412  0.301
H7 1.0407 0.1547 1.7355  0.293
H8 4.1878 1.0019 -0.8246  0.408
H9 2.6889 0.2791 0.0230  0.323
H10 4.4315 -0.3119 0.1520  0.403

Summary:
net charge = +1

---

d.
Formula: C4H10N
Source: the OMol25 dataset
Level of theory: ωB97M-V with the def2-TZVPD basis set

Last column: natural (NBO) charge in e.
Atoms and positions in Å:
C1 -0.5553 -0.6058 1.2820  -0.230
C2 0.2072 -0.2089 0.1447  -0.126
C3 -0.0825 1.0577 -0.6229  0.262
C4 1.4979 -0.9879 -0.0427  -0.671
N1 -0.8659 1.9329 -0.0390  -0.634
H1 -1.5663 -0.3570 1.5244  0.207
H2 -0.1807 -1.2698 1.9988  0.227
H3 -0.9889 -0.6772 -1.3838  -0.075
H4 0.6732 1.2477 -1.4773  0.280
H5 2.4256 -0.4408 -0.3572  0.241
H6 1.5353 -1.8073 -0.7640  0.260
H7 1.7709 -1.3676 0.9775  0.253
H8 -1.1694 1.6771 0.9164  0.454
H9 -1.7321 -1.0797 -1.6428  0.090
H10 -0.9689 2.8864 -0.5141  0.463

Summary:
net charge = +1

---

The most stable arrangement is a, and the next structure is 94.5 kJ/mol less stable.